{"formula": "C48H90N6O2", "method": "the ωB97M-V functional and the def2-TZVPD basis", "species": ["H", "N", "C", "C", "C", "C", "C", "C", "C", "C", "C", "O", "C", "C", "C", "C", "C", "C", "C", "C", "C", "O", "H", "H", "H", "H", "H", "H", "H", "H", "H", "H", "H", "H", "H", "H", "C", "C", "N", "C", "C", "C", "C", "H", "H", "H", "H", "H", "H", "H", "H", "H", "H", "H", "H", "H", "H", "H", "C", "C", "N", "C", "C", "C", "C", "H", "H", "H", "H", "H", "H", "H", "H", "H", "H", "H", "H", "H", "H", "H", "C", "C", "N", "C", "C", "C", "C", "H", "H", "H", "H", "H", "H", "H", "H", "H", "H", "H", "H", "H", "H", "H", "C", "C", "N", "C", "C", "C", "C", "H", "H", "H", "H", "H", "H", "H", "H", "H", "H", "H", "H", "H", "H", "H", "C", "C", "N", "C", "C", "C", "C", "H", "H", "H", "H", "H", "H", "H", "H", "H", "H", "H", "H", "H", "H", "H"], "coordinates": [[-2.6735, -1.9775, 1.0761], [-2.3364, -2.9013, 1.3661], [-1.9778, -2.7826, 2.5773], [-2.0430, -1.4641, 3.3397], [-0.7859, -0.6028, 3.1676], [-0.7666, 0.6053, 3.8458], [0.3514, 1.4106, 3.7626], [1.4200, 1.0051, 3.0101], [1.3971, -0.1881, 2.3092], [0.2825, -0.9934, 2.3919], [2.6121, -0.5467, 1.4822], [2.5360, -1.0149, 0.3617], [3.9227, -0.2333, 2.1671], [4.9914, -1.0819, 2.1038], [6.1477, -0.7398, 2.7959], [7.3219, -1.6933, 2.7249], [7.1525, -2.9421, 3.6372], [6.1720, 0.4257, 3.5203], [5.0882, 1.2840, 3.5579], [3.9453, 0.9548, 2.8790], [2.6988, 1.8087, 2.8990], [2.7158, 3.0239, 2.8571], [-1.5679, -3.6304, 3.1374], [-2.0780, -1.7072, 4.4134], [-2.9401, -0.8737, 3.1273], [-1.6300, 0.8890, 4.4416], [0.3404, 2.3507, 4.3086], [0.2517, -1.9475, 1.8724], [4.9014, -1.9926, 1.5163], [7.3496, -2.0769, 1.6983], [8.2580, -1.1688, 2.9346], [7.7683, -2.8591, 4.5383], [6.1065, -3.1536, 3.8696], [7.5494, -3.8153, 3.1047], [7.0627, 0.6836, 4.0882], [5.1622, 2.1998, 4.1378], [-2.3113, -0.1726, 10.0427], [-1.2546, 0.3434, 9.0765], [-1.4916, 1.7075, 8.6417], [-0.6754, 2.1013, 7.5066], [0.8441, 2.1557, 7.7013], [-1.6214, 2.6974, 9.6986], [-0.4589, 2.8493, 10.6862], [-3.3128, -0.0566, 9.6255], [-2.1474, -1.2338, 10.2360], [-2.2731, 0.3422, 11.0039], [-1.2724, -0.3044, 8.1951], [-0.2616, 0.2201, 9.5347], [-1.0171, 3.0737, 7.1387], [-0.8841, 1.4027, 6.6889], [1.1482, 3.0214, 8.2876], [1.3341, 2.2442, 6.7281], [1.2323, 1.2535, 8.1756], [-2.5230, 2.4640, 10.2717], [-1.8337, 3.6697, 9.2468], [-0.0958, 1.8877, 11.0522], [-0.7934, 3.4198, 11.5558], [0.3783, 3.3946, 10.2533], [4.9687, -7.2707, -2.0521], [3.8306, -6.4123, -1.5185], [4.1505, -4.9980, -1.4737], [3.2029, -4.2135, -0.6983], [1.7600, -4.1279, -1.2015], [4.5777, -4.4039, -2.7296], [3.6280, -4.5036, -3.9291], [5.8897, -7.0890, -1.4958], [4.7145, -8.3268, -1.9476], [5.1592, -7.0857, -3.1104], [3.6180, -6.7471, -0.4992], [2.9240, -6.6146, -2.1094], [3.5904, -3.1983, -0.5795], [3.1816, -4.6266, 0.3174], [1.6711, -3.4756, -2.0688], [1.1259, -3.7024, -0.4199], [1.3489, -5.1079, -1.4513], [5.5304, -4.8604, -3.0137], [4.8234, -3.3528, -2.5569], [3.2209, -5.5084, -4.0550], [4.1721, -4.2592, -4.8447], [2.7998, -3.8003, -3.8561], [0.1705, 0.8351, -1.2052], [-0.2498, 2.1889, -1.7593], [-1.3840, 2.7660, -1.0611], [-1.9787, 3.8943, -1.7552], [-1.1276, 5.1559, -1.9393], [-1.2293, 2.9195, 0.3760], [-0.0510, 3.7537, 0.8913], [-0.6740, 0.1435, -1.1776], [0.9424, 0.3979, -1.8400], [0.5860, 0.9159, -0.1999], [-0.5309, 2.0421, -2.8064], [0.6225, 2.8603, -1.7610], [-2.9114, 4.1697, -1.2539], [-2.2865, 3.5480, -2.7484], [-1.0233, 5.7148, -1.0104], [-1.6151, 5.8210, -2.6576], [-0.1344, 4.9318, -2.3305], [-1.1510, 1.9193, 0.8159], [-2.1578, 3.3238, 0.7897], [0.8879, 3.5022, 0.3957], [0.0877, 3.5617, 1.9567], [-0.2257, 4.8234, 0.7821], [-1.7373, -3.4938, -2.4357], [-2.6068, -3.8333, -3.6361], [-1.8598, -4.4237, -4.7325], [-2.6055, -4.4766, -5.9780], [-3.8619, -5.3536, -6.0281], [-1.0905, -5.6128, -4.4067], [-1.8388, -6.8131, -3.8154], [-0.8936, -2.8660, -2.7285], [-2.3224, -2.9464, -1.6954], [-1.3514, -4.3892, -1.9461], [-3.0574, -2.9018, -3.9907], [-3.4373, -4.4752, -3.3048], [-1.9311, -4.7822, -6.7834], [-2.8994, -3.4525, -6.2319], [-3.6167, -6.4140, -6.0679], [-4.4299, -5.1249, -6.9332], [-4.5234, -5.1760, -5.1793], [-0.3044, -5.3245, -3.7019], [-0.5472, -5.9365, -5.2987], [-2.5239, -6.5233, -3.0173], [-1.1190, -7.5134, -3.3842], [-2.3985, -7.3608, -4.5722], [-5.6571, 8.2022, -5.7920], [-4.4167, 7.3394, -5.6090], [-4.5378, 6.0249, -6.2111], [-3.4997, 5.0993, -5.7906], [-2.0508, 5.4203, -6.1738], [-4.8658, 6.0032, -7.6267], [-3.9282, 6.7375, -8.5922], [-6.5496, 7.6838, -5.4385], [-5.5529, 9.1242, -5.2178], [-5.8088, 8.4847, -6.8350], [-4.2637, 7.2101, -4.5337], [-3.5407, 7.8896, -5.9854], [-3.7462, 4.0981, -6.1554], [-3.5494, 5.0193, -4.6988], [-1.8593, 5.2368, -7.2300], [-1.3745, 4.7718, -5.6108], [-1.7788, 6.4503, -5.9388], [-5.8695, 6.4204, -7.7480], [-4.9655, 4.9637, -7.9495], [-3.6631, 7.7344, -8.2367], [-4.4249, 6.8609, -9.5576], [-3.0116, 6.1796, -8.7772]], "energy_ev": -64269.99554, "gap_ev": 7.37, "lumo_ev": -0.5, "total_charge": 0, "largest_force_ev_per_a": 1.77, "smiles": "[H]/N=C\\Cc1ccc2c(c1)C(=O)c1cc(CC)ccc1C2=O.CCN(CC)CC.CCN(CC)CC.CCN(CC)CC.CCN(CC)CC.CCN(CC)CC"}